# 1
This record from the OMol25 dataset describes one molecule with the formula C6H8N2. The level of theory is ωB97M-V/def2-TZVPD.

The geometry in ORCA input format:
```
! wB97M-V def2-TZVPD RIJCOSX def2/J DEFGRID3
* xyz 0 1
C 2.717 0.119 -0.055
C 1.211 0.094 -0.023
C 0.448 -1.034 0.081
C -1.956 -0.434 0.019
C -1.718 0.966 -0.111
C -1.561 2.161 0.125
H 3.075 0.510 0.907
H 3.063 -0.892 -0.295
H 3.243 0.774 -0.820
H 0.801 1.060 -0.018
H 0.972 -1.952 0.011
H -1.179 -2.255 0.059
H -3.853 -0.170 -0.174
H -1.267 3.244 0.209
N -0.864 -1.284 0.191
N -3.131 -0.905 -0.107
*
```

Summary:
* calculated total energy: -9328.637 eV


# 2
This record from the OMol25 dataset describes one molecule with the formula C6H8N2O. The level of theory is ωB97M-V/def2-TZVPD.

The geometry in ORCA input format:
```
! wB97M-V def2-TZVPD RIJCOSX def2/J DEFGRID3
* xyz 0 1
C 1.846 -0.468 -1.387
C -0.848 -0.286 -0.823
C 0.849 0.056 0.863
C 0.778 -0.224 -0.381
N -1.163 0.988 -1.431
N 1.161 0.354 2.085
C -1.507 -0.195 0.806
C -2.320 -0.333 1.700
O -1.199 -1.321 -1.417
H -1.188 1.741 -0.751
H -2.037 0.897 -1.937
H 1.290 1.311 2.388
H 1.105 -0.364 2.798
H 1.726 0.241 -2.208
H 2.855 -0.436 -0.979
H 1.687 -1.467 -1.796
H -3.035 -0.495 2.471
*
```

Summary:
* calculated total energy: -11373.432 eV


# 3
This record from the OMol25 dataset describes a 2-piece molecular cluster, C6H8N2O2 overall. The level of theory is ωB97M-V/def2-TZVPD.

The geometry in ORCA input format:
```
! wB97M-V def2-TZVPD RIJCOSX def2/J DEFGRID3
* xyz 0 1
C 0.677 1.343 0.069
C -0.305 0.773 0.930
C -0.213 -0.525 1.162
C 1.645 -0.800 -0.296
C -3.532 -0.408 -1.022
C -2.846 -0.467 0.146
H 2.325 1.052 -0.959
H -0.975 1.559 1.378
H -0.925 -1.023 1.892
H 0.856 -2.230 0.928
H -3.568 -1.233 -1.787
H -4.170 0.484 -1.288
H -2.158 -1.223 0.469
H -2.916 0.492 0.785
N 1.559 0.507 -0.555
N 0.439 -1.377 0.385
O 0.584 2.587 -0.207
O 2.539 -1.496 -0.562
*
```

Summary:
* calculated total energy: -13425.288 eV


# 4
This record from the OMol25 dataset describes C6H8N2O2 as an isolated structure. The level of theory is ωB97M-V/def2-TZVPD.

The geometry in ORCA input format:
```
! wB97M-V def2-TZVPD RIJCOSX def2/J DEFGRID3
* xyz 0 1
C 1.858 1.862 1.115
C 1.289 0.767 0.379
C -0.239 0.834 0.384
C -2.160 -0.745 -0.219
C -2.332 -1.909 -0.898
C -1.055 -2.139 -1.401
H 3.603 0.983 0.680
H 1.386 0.484 -0.650
H 1.790 -0.309 1.046
H -0.695 1.498 -0.219
H -0.726 0.884 1.229
H -2.788 0.036 0.074
H -3.131 -2.206 -1.128
H -0.438 -2.976 -1.936
N -0.885 -0.375 -0.245
N -0.096 -1.256 -0.960
O 3.262 1.746 1.115
O 1.358 2.820 1.635
*
```

Summary:
* calculated total energy: -13422.970 eV


# 5
This record from the OMol25 dataset describes one molecule with the formula C6H8N2O2. The level of theory is ωB97M-V/def2-TZVPD.

The geometry in ORCA input format:
```
! wB97M-V def2-TZVPD RIJCOSX def2/J DEFGRID3
* xyz 0 1
O -2.627 1.796 -0.255
C -1.788 0.914 -0.189
C -2.158 -0.558 -0.220
N -1.191 -1.421 0.429
C 0.166 -1.218 -0.036
C 0.569 0.237 -0.145
C -0.347 1.223 -0.106
C 2.020 0.572 -0.228
N 2.660 1.373 0.537
H -3.150 -0.685 0.232
H -2.246 -0.839 -1.285
H -1.233 -1.295 1.437
H 0.857 -1.742 0.637
H 0.290 -1.678 -1.032
H -0.071 2.269 0.044
O 2.744 -0.406 -0.773
H 2.040 2.023 1.015
H 3.465 -0.567 -0.063
*
```

Summary:
* calculated total energy: -13425.686 eV


# 6
This record from the OMol25 dataset describes one molecule with the formula C6H8N2O2. The level of theory is ωB97M-V/def2-TZVPD.

The geometry in ORCA input format:
```
! wB97M-V def2-TZVPD RIJCOSX def2/J DEFGRID3
* xyz 0 1
C 2.170 -0.004 -0.772
C 0.953 0.375 -1.504
C 1.863 0.004 0.721
C 0.289 0.001 0.741
C -0.188 0.622 -0.595
C -1.512 -0.010 -1.054
N 3.161 -0.003 -1.557
N 1.259 0.458 -2.792
O 0.800 0.511 -3.895
O 2.741 0.170 -2.779
H 2.253 -0.827 1.234
H 2.397 0.901 1.147
H -0.036 -1.057 0.808
H -0.135 0.496 1.683
H -0.071 1.669 -0.276
H -1.426 -1.070 -0.781
H -1.918 0.150 -2.097
H -2.156 0.359 -0.238
*
```

Summary:
* calculated total energy: -13421.648 eV


# 7
This record from the OMol25 dataset describes one molecule with the formula C6H8N2O2S. The level of theory is ωB97M-V/def2-TZVPD.

The geometry in ORCA input format:
```
! wB97M-V def2-TZVPD RIJCOSX def2/J DEFGRID3
* xyz 0 1
C -1.489 -0.976 -0.233
C -1.191 -1.638 0.930
C 0.012 -1.451 1.484
C 0.978 -0.493 1.063
C 0.707 0.114 -0.180
C -0.486 -0.145 -0.818
H -3.001 -0.242 -1.382
H -3.440 -1.603 -0.331
H -1.912 -2.338 1.365
H 0.193 -2.108 2.313
H 1.905 -0.367 1.577
H -0.662 0.208 -1.905
H 1.849 2.653 0.955
H 0.848 3.265 -0.334
N -2.702 -1.103 -0.930
N 1.721 2.715 -0.078
O 3.227 0.735 -0.416
O 1.516 1.506 -2.200
S 1.930 1.268 -0.880
*
```

Summary:
* calculated total energy: -24261.338 eV


# 8
This record from the OMol25 dataset describes one molecule with the formula C6H8N2O4. The level of theory is ωB97M-V/def2-TZVPD.

The geometry in ORCA input format:
```
! wB97M-V def2-TZVPD RIJCOSX def2/J DEFGRID3
* xyz 0 1
C -3.078 0.758 0.379
C -3.108 -0.697 0.250
C -1.945 1.211 -0.217
C -2.027 -1.001 -0.423
C 1.079 0.248 -0.422
C 3.263 0.775 -0.366
N 0.932 0.027 0.782
N -1.254 0.135 -0.719
O -1.477 2.462 -0.447
O -1.421 -2.242 -0.717
O 2.081 0.662 -1.129
O -0.111 0.147 -1.426
H -3.634 1.341 1.080
H -4.019 -1.316 0.421
H 3.997 0.651 -1.251
H 3.260 -0.083 0.217
H 3.367 1.568 0.373
H 0.090 -0.275 1.158
H -0.899 2.385 -1.344
H -2.110 -2.927 -0.799
*
```

Summary:
* calculated total energy: -17517.518 eV


Computed values of maximum force (unit: eV Å⁻¹) for the preceding records, in sequence: 3.987 1.149 5.583 12.702 2.908 3.372 4.278 4.848.
Computed values of HOMO level (unit: eV) for the preceding records, in sequence: -8.02 -8.33 -9.36 -9.61 -9.14 -9.02 -8.51 -7.74.